No. 1
47
Properties=species:S:1:pos:R:3 method="wB97M-V/def2-TZVPD" homo_ev=-4.431 e_above_lowest_kj_mol=44.5 homo_lumo_gap_ev=6.9 molar_mass_g_mol=581.457 charge=-1
Ag 0.33046 0.67434 -0.27436
S 4.52340 -1.11897 -0.48507
C 4.63351 0.55306 -0.14802
C 3.44890 1.06670 0.27358
C 2.35843 0.13510 0.35101
C 2.81207 -1.10303 -0.04816
C 2.06919 -2.35579 -0.08376
C 2.71700 -3.59399 -0.25482
C 1.98201 -4.75916 -0.26923
C 0.60757 -4.69042 -0.07715
C 0.05029 -3.43424 0.09907
N 0.73548 -2.29992 0.07858
H 5.57488 1.06464 -0.28628
H 3.35599 2.11827 0.51929
H 3.79233 -3.61939 -0.36825
H 2.47004 -5.71468 -0.42123
H -0.01065 -5.57873 -0.07468
H -1.01910 -3.32743 0.25688
F -0.08687 3.46658 -4.36571
C -0.48288 3.17538 -3.11028
F -1.18283 4.22968 -2.66150
F -1.31569 2.13281 -3.19492
S 1.02851 2.83940 -2.06609
O 1.28494 1.44484 -2.35766
O 1.98168 3.78440 -2.58158
O 0.58711 3.13220 -0.70710
S -2.32133 1.82519 -0.04726
C -1.66683 2.33110 1.39249
N -1.95070 1.79585 2.61285
C -1.06441 2.31652 3.64714
C -0.22517 3.35825 2.87992
N -0.86712 3.40349 1.56988
H -2.30240 0.85617 2.65106
H -0.43516 1.53452 4.07502
H -1.64703 2.77205 4.45150
H 0.81481 3.03666 2.78400
H -0.25084 4.33887 3.35522
H -0.31758 3.66589 0.75536
C -2.89626 -2.82830 -1.97675
S -2.56610 -1.25690 -1.12477
C -3.75229 -1.47361 0.22710
H -2.92135 -3.65648 -1.26848
H -2.08223 -2.98378 -2.68165
H -3.84453 -2.76358 -2.50956
H -4.72309 -1.74761 -0.18536
H -3.82307 -0.51061 0.72389
H -3.40308 -2.23538 0.92582

---

No. 2
47
Properties=species:S:1:pos:R:3 method="wB97M-V/def2-TZVPD" multiplicity=5 s_squared=6.0139 homo_ev="-7.756 / -8.046" e_above_lowest_kj_mol=42.8 homo_lumo_gap_ev="7.2 / 7.1" molar_mass_g_mol=816.739
Ru 1.00168 0.02831 -1.31932
O -1.28085 -1.83294 1.47298
C -0.51292 -3.05281 1.67480
C -0.58551 -3.89517 0.42627
C -0.05497 -3.18097 -0.88821
C 1.41500 -3.16016 -0.89188
C 2.17588 -4.36750 -0.78297
C 3.55572 -4.48425 -1.02131
C 4.16876 -3.24202 -1.33401
C 3.39931 -2.11523 -1.38250
N 2.06090 -2.02730 -1.20631
H -0.79786 -1.07268 1.84561
H -1.00372 -3.66772 2.48502
H 0.51598 -2.82946 2.04438
H -1.70825 -4.02129 0.06312
H -0.08429 -4.84505 0.61608
H -0.39677 -2.14828 -0.93136
H -0.40748 -3.69612 -1.76018
H 1.71034 -5.33417 -0.51222
H 4.03580 -5.45845 -0.90190
H 5.19728 -3.13089 -1.64820
H 3.89624 -1.19274 -1.62613
Se 1.73234 1.32188 -3.39074
Se 0.29284 -0.44405 -4.35019
Te -1.94830 0.22995 -4.18953
Se -1.91194 -0.24989 -1.67151
C 1.22293 2.51441 2.49559
S 1.03753 0.94151 1.49004
O 0.56171 -0.00560 2.46297
O 0.01991 1.11891 0.35516
O 2.28916 0.70623 0.79018
H 0.28381 2.62696 3.06374
H 1.45024 3.37712 1.91556
H 2.09085 2.26606 3.10169
O -2.94306 1.80205 0.16106
B -2.27405 1.57558 -1.04923
O -2.05264 2.75218 -1.73696
C -2.25449 3.73813 -0.69448
C -1.92689 5.11764 -0.68757
C -2.36086 5.79787 0.42866
C -2.97909 5.18277 1.50789
C -3.15785 3.79334 1.53961
C -2.74892 3.11238 0.42418
H -1.45434 5.51941 -1.63916
H -2.33657 6.88461 0.40287
H -3.26919 5.67117 2.44130
H -3.66343 3.37626 2.40710

---

No. 3
41
Properties=species:S:1:pos:R:3 method="wB97M-V/def2-TZVPD" multiplicity=2 s_squared=0.7597 homo_ev="-18.088 / -18.251" homo_lumo_gap_ev="4.9 / 5.3" molar_mass_g_mol=533.425 charge=+3
Re 0.75627 0.03609 -0.00004
C 0.60237 1.41239 2.78396
O 1.13947 0.28099 2.08876
C 2.53777 0.02829 2.30236
C 3.39297 0.74199 1.24296
O 2.72097 0.48189 -0.00004
C 3.39307 0.74149 -1.24304
C 2.53787 0.02759 -2.30234
O 1.13957 0.28059 -2.08874
C 0.60277 1.41189 -2.78424
H 0.87857 1.36279 3.83956
H -0.48243 1.35809 2.69566
H 0.95857 2.35479 2.35506
H 2.66977 -1.05851 2.20816
H 2.83237 0.32769 3.31456
H 4.40777 0.32819 1.23226
H 3.45517 1.82439 1.41156
H 4.40787 0.32749 -1.23214
H 3.45547 1.82389 -1.41194
H 2.66967 -1.05921 -2.20764
H 2.83257 0.32659 -3.31464
H 0.87897 1.36199 -3.83994
H 0.95927 2.35439 -2.35564
H -0.48203 1.35789 -2.69584
Cl -3.47653 3.02719 -0.00014
C -3.39943 1.33099 -0.00004
C -4.56563 0.56089 0.00006
C -4.56203 -0.83261 0.00016
Cl -6.02303 -1.67831 0.00036
C -3.30833 -1.54751 0.00016
C -3.15293 -2.94451 0.00026
C -1.87383 -3.47521 0.00016
C -0.76793 -2.62521 0.00006
N -0.87413 -1.30081 -0.00004
C -2.13293 -0.76671 -0.00004
C -2.13603 0.66609 -0.00014
O -0.98463 1.23559 -0.00014
H -5.51343 1.08469 0.00006
H -4.01743 -3.59171 0.00036
H -1.71353 -4.54361 0.00026
H 0.23717 -3.03291 0.00006

---

No. 4
40
Properties=species:S:1:pos:R:3 method="wB97M-V/def2-TZVPD" homo_ev=-8.727 e_above_lowest_kj_mol=1819.3 homo_lumo_gap_ev=8.8 molar_mass_g_mol=339.848
O 2.48490 -0.46081 -0.41816
C 2.12416 0.42477 0.11600
N 1.48834 0.37375 1.44087
C 1.12039 1.55969 1.98754
S 0.46138 1.45237 3.29162
N 1.35838 2.91023 1.36067
C 1.91229 3.18923 0.12423
C 2.31975 4.22885 -0.27926
C 2.95903 4.39096 -1.49548
C 3.26396 3.25180 -2.25301
C 3.12781 2.09811 -1.48629
C 2.59397 1.90248 -0.37531
H 3.45318 1.05270 -2.38333
H 3.75326 3.42142 -3.06693
Cl 3.21234 5.90423 -2.19425
H 1.81863 5.29780 0.21962
H 0.97359 3.63911 1.82798
C 1.24123 -0.71959 1.86653
C -0.15115 -1.37052 1.77854
C -0.53411 -1.25555 0.22867
N -1.57026 -2.15598 -0.07645
C -1.81188 -2.37122 -1.34803
C -3.02544 -3.42568 -1.47363
O -4.26985 -2.64391 -1.15155
C -3.87173 -2.50632 0.26970
C -2.92500 -1.50191 0.34791
H -2.85462 -1.15835 1.18531
H -3.00184 -0.56581 -0.13297
H -5.05579 -1.70582 0.30803
H -4.05869 -3.20578 0.76719
H -3.09149 -3.80373 -2.52561
H -2.74650 -4.42066 -1.00713
H -0.90909 -3.13039 -1.66966
H -1.86820 -1.70223 -2.25829
H 0.36715 -1.83984 -0.39238
H -0.57830 -0.34602 -0.05910
H -0.16359 -2.36593 2.11059
H -1.03254 -0.38926 2.20419
H 1.47999 -0.71170 3.03413
H 2.00636 -1.34047 1.57747